C5H9NS in the gas phase at a distorted geometry, computed with ωB97M-V/def2-TZVPD.

## Properties
strongest force on any atom = 3.35 eV Å⁻¹
orbital gap (spin up / spin down) = 0.2915 / 0.2717 hartree
electronic energy = -648.63613 Eh
ΔE to the lowest compared entry with this formula, charge and spin = 136.18 kcal/mol
HOMO level (spin up / spin down) = -0.2953 / -0.2684 Ha
LUMO level (spin up / spin down) = -0.10 / 0.09 eV

Last columns: bonded neighbours and bond lengths (Å).
Cartesian coordinates (Å):
1 C -2.000 -1.046 -0.215  C2 1.545, C5 1.419, H8 1.097, H9 1.053
2 C -0.711 -1.173 -1.058  C1 1.545, C5 1.512, H10 1.080, H11 1.207
3 C 0.032 0.037 1.280  C4 1.629, C5 1.519, H12 1.042, H13 1.132
4 C 0.285 1.536 0.693  C3 1.629, S7 1.693, H14 1.100
5 C -0.743 -0.963 0.439  C1 1.419, C2 1.512, C3 1.519
6 N 2.688 1.064 -0.212  S7 1.760, H15 1.081, H16 1.004
7 S 1.170 1.792 -0.727  C4 1.693, N6 1.760
8 H -2.593 -0.124 -0.166  C1 1.097
9 H -2.700 -1.815 -0.051  C1 1.053
10 H -0.503 -2.183 -1.378  C2 1.080
11 H -0.639 -0.437 -2.012  C2 1.207
12 H 0.945 -0.363 1.582  C3 1.042
13 H -0.549 0.333 2.205  C3 1.132
14 H -0.677 2.046 0.533  C4 1.100
15 H 3.340 1.167 -1.067  N6 1.081
16 H 2.655 0.129 0.153  N6 1.004